1.
155
Properties=species:S:1:pos:R:3:mulliken_charge:R:1 method="wB97M-V/def2-TZVPD" charge=-1 homo_lumo_gap_ev=6.32 e_tot_ev=-174251.1405 relative_energy_kcal_mol=0.0 e_lumo_ev=2.092
Cd -0.37915 0.38378 0.08718 4.273
C -3.55003 -1.76635 -3.68884 -1.297
C -3.34636 -2.89940 -2.68960 0.427
C -2.12549 -3.73764 -3.08479 -1.430
P -3.05994 -2.33519 -0.93167 0.906
C -3.52369 -3.93332 -0.01366 1.107
C -4.15001 -3.62379 1.34557 -1.012
C -4.41438 -4.95279 -0.72405 -1.701
C -4.50535 -1.29586 -0.53488 -0.619
C -5.78801 -1.69795 -0.92017 -0.079
C -6.95351 -1.13295 -0.43529 0.682
C -8.31607 -1.59262 -0.88062 -1.792
C -6.79175 -0.14431 0.53763 -1.155
C -5.54703 0.30340 0.91886 -0.462
C -4.33818 -0.19043 0.34957 -0.032
N -3.10105 0.33723 0.65704 0.286
C -3.08080 1.51376 1.41959 -1.190
C -3.81970 2.66210 1.08830 -0.003
C -3.73878 3.82219 1.82670 -1.151
C -2.91111 3.90890 2.94858 0.580
C -2.83779 5.16927 3.76597 -1.755
C -2.14150 2.80047 3.25419 -0.335
C -2.20272 1.61535 2.51124 -0.726
P -1.02162 0.24822 2.71742 0.973
C 0.09284 0.77257 4.09759 1.205
C -0.49292 0.65231 5.50295 -2.094
C 1.44305 0.06302 3.97867 -1.120
C -2.04493 -1.19107 3.24863 3.642
C -1.19092 -2.37976 3.68740 -1.491
C -3.18785 -0.91847 4.22404 -1.632
H -3.86005 -2.17488 -4.65595 0.578
H -4.30480 -1.05306 -3.35578 0.195
H -2.61550 -1.22480 -3.85002 0.012
H -4.23399 -3.53400 -2.72649 0.565
H -1.22435 -3.11820 -3.06755 -0.034
H -1.95267 -4.56664 -2.39485 0.333
H -2.24318 -4.15163 -4.09155 0.542
H -2.54907 -4.39824 0.16683 0.601
H -5.18836 -3.30380 1.23111 0.222
H -4.13274 -4.51819 1.97553 0.575
H -3.62737 -2.82888 1.87444 -0.025
H -5.39645 -4.53227 -0.95525 0.215
H -3.97969 -5.33946 -1.64534 0.325
H -4.58102 -5.80643 -0.05916 0.505
H -5.87542 -2.51797 -1.62839 0.114
H -8.23285 -2.36103 -1.65101 0.374
H -8.89040 -2.01525 -0.05169 0.320
H -8.90503 -0.77075 -1.29573 0.351
H -7.66832 0.28804 1.01246 0.356
H -5.49117 1.06740 1.68107 0.551
H -4.46776 2.62644 0.21941 0.465
H -4.31160 4.69202 1.52296 0.275
H -3.83191 5.48489 4.09015 0.445
H -2.22611 5.01832 4.65666 0.361
H -2.40154 5.98157 3.17975 0.268
H -1.46641 2.87116 4.09909 0.210
H 0.28134 1.82755 3.88853 0.187
H -0.59107 -0.39234 5.80227 0.352
H 0.17998 1.13604 6.21648 0.441
H -1.47329 1.12187 5.58910 0.338
H 1.33583 -1.02282 4.03845 0.198
H 1.92577 0.30789 3.03104 -0.175
H 2.10554 0.38107 4.78844 0.581
H -2.49114 -1.42011 2.27835 -2.659
H -0.74938 -2.20884 4.67250 0.371
H -1.81349 -3.27617 3.75705 0.392
H -0.38619 -2.59190 2.98257 0.168
H -2.84355 -0.90563 5.25909 0.397
H -3.68614 0.02858 4.01220 0.285
H -3.93372 -1.71361 4.13331 0.356
C 7.03787 -0.27792 4.32669 -1.683
C 6.17066 -0.22577 3.09748 0.902
C 5.02946 -1.00418 2.98205 -0.964
C 4.21046 -0.94499 1.85989 -0.345
C 3.03760 -1.89425 1.81216 -1.308
C 4.50436 -0.05155 0.80666 -0.208
As 3.02612 -0.07175 -0.56460 1.803
N 1.79115 0.97811 0.27337 0.345
C 2.09629 2.19988 0.85326 0.808
C 3.29840 2.89461 0.64635 -0.164
C 3.56281 4.11002 1.25847 -1.116
C 2.63205 4.70952 2.09467 -1.349
C 1.41712 4.06177 2.28709 -0.763
C 1.16130 2.84180 1.68744 0.017
C 3.76155 0.82808 -2.20040 -0.167
C 4.76792 0.11401 -2.87021 1.029
C 5.42348 -1.12283 -2.30021 -2.142
C 5.20067 0.51232 -4.13278 -0.928
C 4.64497 1.59867 -4.78363 0.730
C 5.11203 2.02514 -6.14981 -1.654
C 3.62713 2.28014 -4.13176 -0.415
C 3.16830 1.91908 -2.86754 0.339
C 2.04031 2.73845 -2.29916 -0.841
C 5.69298 0.69307 0.89287 2.309
C 6.23910 1.59869 -0.18637 -1.980
C 6.49208 0.59418 2.03149 -1.021
H 6.63083 -0.96960 5.06440 0.347
H 7.11244 0.70638 4.79310 0.342
H 8.05199 -0.60175 4.08290 0.344
H 4.76462 -1.68431 3.78604 0.240
H 2.99461 -2.48828 2.72689 0.348
H 3.12142 -2.57432 0.96202 0.461
H 2.08315 -1.38290 1.69632 -0.443
H 4.01768 2.48914 -0.04516 0.363
H 4.50776 4.60400 1.05658 0.385
H 2.82913 5.66820 2.55623 0.362
H 0.64163 4.52464 2.88841 0.462
H 0.18392 2.40008 1.82548 -0.399
H 5.36545 -1.19073 -1.21719 0.225
H 6.47948 -1.14846 -2.57617 0.539
H 4.95458 -2.01837 -2.71556 0.153
H 5.99462 -0.05139 -4.61546 0.310
H 5.92341 1.38856 -6.50348 0.366
H 5.47181 3.05605 -6.13933 0.341
H 4.30029 1.97146 -6.87864 0.315
H 3.16573 3.13435 -4.62114 0.417
H 1.58317 3.34820 -3.08172 0.539
H 2.38581 3.41678 -1.51759 0.445
H 1.26896 2.12587 -1.84022 -0.771
H 5.61502 1.64840 -1.06901 -0.183
H 7.22516 1.24200 -0.49625 0.577
H 6.36670 2.61278 0.19978 0.455
H 7.39675 1.19535 2.07772 0.415
N -0.92037 2.54844 -0.61230 0.168
C -0.89317 3.71216 -0.50097 -0.016
N -0.89227 4.98884 -0.54821 -1.004
C -1.02425 5.82297 0.45163 0.507
N -1.14670 6.65091 1.25780 -0.758
C -2.19337 2.14458 -4.88488 -1.155
N -1.34878 1.37561 -4.00945 0.543
C -0.16636 0.68272 -4.46202 -0.447
C 0.17271 -0.16490 -3.24174 -1.115
O 1.11996 -0.92684 -3.20851 -0.837
N -0.73972 0.08101 -2.25733 1.551
C -1.65749 0.91901 -2.77833 -1.385
N -2.79392 1.20024 -2.16415 0.782
H -1.58255 2.84935 -5.44900 0.359
H -2.91324 2.72441 -4.31222 0.366
H -2.73999 1.50606 -5.58631 0.292
H 0.66475 1.35306 -4.69358 0.320
H -0.37019 0.04449 -5.32665 0.313
H -2.85142 0.95294 -1.15991 -1.234
H -3.30359 2.02260 -2.43726 0.359
S 0.09308 -2.94777 0.25672 0.104
C 1.09008 -3.83110 -0.73906 -0.528
N 1.33280 -5.17455 -0.60405 -0.170
C 2.41444 -5.59559 -1.48375 -0.596
C 2.43427 -4.45805 -2.51880 -0.486
N 1.75260 -3.39384 -1.80991 0.665
H 1.21159 -5.56857 0.31269 0.314
H 2.20072 -6.56162 -1.93981 0.316
H 3.36798 -5.66249 -0.95151 0.321
H 1.90593 -4.73024 -3.43701 0.339
H 3.45102 -4.16893 -2.78016 0.166
H 1.56514 -2.46792 -2.19804 -0.172


2.
39
Properties=species:S:1:pos:R:3:nbo_charge:R:1 method="wB97M-V/def2-TZVPD" charge=0 homo_lumo_gap_ev=9.19 smiles=C[C@@H](N)CCCN.O.O.O.O.O.O e_tot_ev=-20871.4458 relative_energy_kcal_mol=36.2 e_lumo_ev=-0.067
C 0.44120 2.02515 0.09701 -0.652
C -0.24502 0.67584 -0.18561 -0.057
N 0.01488 0.01377 -1.44780 -0.892
C 0.05508 -0.32199 1.00009 -0.409
C -0.66226 0.17210 2.30473 -0.418
C -2.07415 -0.45131 2.35373 -0.227
N -2.05785 -1.92622 2.50065 -0.829
H 0.75521 2.10718 1.13549 0.215
H -0.24960 2.83698 -0.01592 0.203
H 1.33549 2.14868 -0.51156 0.227
H -1.32645 0.79092 0.01472 0.189
H -0.38693 0.55480 -2.20377 0.395
H 0.97221 -0.20739 -1.68100 0.359
H 1.10867 -0.33955 1.31133 0.205
H -0.28369 -1.31542 0.73990 0.190
H -0.09118 -0.16707 3.19157 0.211
H -0.76565 1.26242 2.31404 0.208
H -2.67749 -0.20082 1.48061 0.179
H -2.73281 -0.00454 3.10740 0.185
H -1.10812 -2.25139 2.66590 0.341
H -2.21978 -2.30785 1.57108 0.359
O -2.11710 -2.11153 -1.03499 -0.951
H -1.20174 -1.78568 -0.88065 0.482
H -1.80614 -3.02394 -1.08893 0.460
O -1.18705 2.15070 -2.86545 -0.976
H -2.09549 1.85737 -3.06331 0.504
H -1.20352 2.84847 -2.22613 0.477
O 3.46779 0.94810 -0.84330 -0.948
H 2.79508 0.43138 -0.41941 0.469
H 4.13512 0.35618 -1.20715 0.481
O -3.06058 0.19771 -2.89328 -0.958
H -3.65707 0.13965 -2.15542 0.484
H -2.14942 0.03620 -2.59788 0.488
O 3.47251 0.29738 2.01762 -0.934
H 3.34824 -0.40240 1.37840 0.462
H 3.42596 1.06576 1.42611 0.475
O 3.38874 -1.80655 -0.80955 -0.968
H 3.27178 -1.52326 -1.71637 0.478
H 3.37115 -2.76980 -0.76287 0.491


3.
49
Properties=species:S:1:pos:R:3:nbo_charge:R:1 method="wB97M-V/def2-TZVPD" charge=-1 homo_lumo_gap_ev=6.98 e_tot_ev=-44599.1291 relative_energy_kcal_mol=13.5 e_lumo_ev=2.286
Na 1.77672 1.36891 -0.98667 0.894
O 3.37166 -1.58302 1.92931 -0.704
C 2.91878 -1.03820 3.06617 0.430
C 3.40156 -1.52760 4.28261 -0.319
C 2.93477 -1.02026 5.47937 -0.191
C 1.97815 -0.00992 5.49146 -0.287
C 1.51145 0.49514 4.29090 -0.144
C 1.97366 0.00782 3.07049 -0.233
C 1.50316 0.57545 1.77373 0.594
O 1.85293 0.00984 0.68858 -0.776
N 0.68819 1.61904 1.87518 -0.481
N 0.44653 2.23513 0.71193 -0.227
C -0.64499 2.87279 0.54728 -0.035
C -0.91243 3.49000 -0.74639 0.176
C -2.09192 4.20541 -0.98207 -0.258
C -2.35027 4.67894 -2.25532 -0.179
C -1.43482 4.43148 -3.26897 -0.289
C -0.27435 3.74059 -2.93853 0.060
N -0.01455 3.29713 -1.72110 -0.417
H 2.89020 -1.09760 1.19439 0.516
H 4.14488 -2.31524 4.26291 0.209
H 3.31592 -1.41508 6.41414 0.197
H 1.60503 0.37664 6.43180 0.198
H 0.77805 1.28880 4.25937 0.233
H -1.41804 2.91404 1.31827 0.156
H -2.79247 4.37372 -0.17299 0.206
H -3.25858 5.23379 -2.45815 0.203
H -1.61325 4.76754 -4.28153 0.208
H 0.48862 3.52311 -3.68032 0.208
O 3.73840 1.60758 -1.65100 -0.571
N 3.24097 0.84936 -2.52170 0.673
O 3.74991 -0.25906 -2.76930 -0.496
O 2.19991 1.22719 -3.11477 -0.568
N -0.46287 0.01014 -1.48952 -0.364
C -0.98734 -1.01556 -1.44672 0.437
N -1.59297 -2.20247 -1.36543 -0.476
C -1.07749 -3.26397 -2.22868 -0.235
C -1.61477 -4.59760 -1.73968 -0.078
O -3.03154 -4.58292 -1.66307 -0.526
C -3.47477 -3.59607 -0.74937 -0.076
C -3.04044 -2.20673 -1.18607 -0.232
H 0.01028 -3.25152 -2.18408 0.237
H -1.39338 -3.10741 -3.26806 0.184
H -1.19391 -4.83388 -0.75447 0.173
H -1.34754 -5.38565 -2.44173 0.197
H -3.07971 -3.81267 0.25141 0.172
H -4.56210 -3.65574 -0.72576 0.194
H -3.30321 -1.47329 -0.42515 0.224
H -3.55200 -1.94813 -2.12271 0.182